No. 1
C2H2O2S | ωB97M-V with the def2-TZVPD basis set

The net charge is 0. The calculation puts the HOMO-LUMO gap at 0.3902 Ha. As for the energy above the lowest of the compared OMol25 structures with the same formula, charge and spin: 1.8 kcal per mole. The electronic energy is -626.05942 Ha.

Geometry (Å):
C1 -3.0328 0.3700 -0.1192
C2 0.0260 -0.5056 -0.0496
O1 -0.4284 -1.6034 -0.1782
O2 -1.9735 0.8082 -0.2796
S1 -4.4426 -0.1975 0.0992
H1 0.1334 -0.0210 0.9356
H2 0.4099 0.0887 -0.8957


No. 2
C28H38N2OPSbSe4Ti | ωB97M-V with the def2-TZVPD basis set

The net charge is 0. The calculation puts the HOMO-LUMO gap at 0.2250 Ha. As for the energy above the lowest of the compared OMol25 structures with the same formula, charge and spin: 0.7 kcal per mole. The electronic energy is -12311.43591 Ha.

Geometry (Å):
Ti1 -0.2287 0.2314 0.2426
O1 -0.2949 2.3697 -0.5544
C1 0.3354 2.8758 -1.7163
C2 1.2065 1.8125 -2.2921
C3 2.0098 2.0740 -3.3949
C4 2.7374 1.0427 -3.9504
C5 2.6233 -0.2234 -3.3920
C6 1.8183 -0.3866 -2.2862
N1 1.1350 0.6144 -1.7178
H1 -1.1886 2.7926 -0.5079
H2 0.9150 3.7700 -1.4690
H3 -0.4367 3.1517 -2.4410
H4 2.0409 3.0743 -3.8065
H5 3.3694 1.2148 -4.8115
H6 3.1469 -1.0738 -3.8049
H7 1.6882 -1.3563 -1.8381
C7 -0.0994 0.0829 4.3266
C8 0.3739 -1.1438 3.5460
C9 0.6134 -2.3167 4.4954
P1 -0.6991 -1.4793 2.0609
C10 -2.2953 -2.1428 2.6859
C11 -3.3381 -2.2753 1.5814
C12 -2.1907 -3.4696 3.4759
C13 0.1454 -2.7505 1.1057
C14 -0.2404 -4.0582 0.8398
C15 0.5018 -4.8589 -0.0197
C16 0.0837 -6.2704 -0.3283
C17 1.6506 -4.3127 -0.5885
C18 2.0387 -3.0071 -0.3435
C19 1.2731 -2.1906 0.4922
N2 1.5227 -0.8177 0.7496
C20 2.8355 -0.4433 1.0969
C21 3.2346 0.9065 1.0317
C22 2.2722 2.0553 0.9441
C23 4.5732 1.2572 1.1677
C24 5.5614 0.3299 1.4398
C25 7.0127 0.7100 1.5443
C26 5.1278 -0.9594 1.7068
C27 3.8009 -1.3592 1.6031
C28 3.4999 -2.7340 2.1642
H8 0.5468 0.2216 5.1960
H9 -1.1232 -0.0305 4.6889
H10 -0.0567 0.9938 3.7308
H11 1.3322 -0.8949 3.0879
H12 -0.2621 -2.5277 5.1090
H13 1.4309 -2.0517 5.1698
H14 0.9004 -3.2306 3.9736
H15 -2.6249 -1.3451 3.3590
H16 -3.0149 -2.9709 0.8044
H17 -3.5687 -1.3265 1.1128
H18 -4.2686 -2.6517 2.0103
H19 -2.8010 -4.2293 2.9861
H20 -2.5753 -3.3493 4.4888
H21 -1.1845 -3.8686 3.5536
H22 -1.1292 -4.4675 1.3010
H23 -0.7988 -6.5524 0.2448
H24 0.8792 -6.9792 -0.0931
H25 -0.1551 -6.3857 -1.3870
H26 2.2593 -4.9274 -1.2429
H27 2.9581 -2.6275 -0.7730
H28 1.2166 1.8030 1.0308
H29 2.3767 2.6299 0.0235
H30 2.4551 2.7395 1.7749
H31 4.8373 2.3069 1.0774
H32 7.1601 1.7634 1.3071
H33 7.6253 0.1239 0.8568
H34 7.3982 0.5368 2.5510
H35 5.8468 -1.6926 2.0612
H36 4.1615 -2.9061 3.0136
H37 3.6674 -3.5387 1.4466
H38 2.4777 -2.8337 2.5202
Se1 -1.9180 1.4417 1.6859
Sb1 -3.4248 1.1989 -0.3842
Se2 -1.7962 -0.7003 -1.2579
Se3 -3.1663 3.1796 -1.7084
Se4 -5.5666 0.2983 0.0672


No. 3
C26H23IN5O3W | ωB97M-V with the def2-TZVPD basis set

The net charge is +3. The calculation puts the HOMO-LUMO gap at 0.2031 Ha. The electronic energy is -1867.87214 Ha.

Geometry (Å):
W1 0.1126 0.3727 0.5038
C1 -1.0601 -3.8677 0.2005
O1 0.0944 -4.3321 -0.5009
C2 1.2464 -3.6583 -0.5265
C3 2.3560 -4.3907 -0.9548
C4 3.6412 -3.8556 -1.0867
C5 3.8640 -2.5428 -0.7775
C6 2.7776 -1.7543 -0.3178
C7 2.9949 -0.4252 0.0026
N1 2.0658 0.2992 0.6350
N2 1.9357 1.6770 0.4121
C8 1.4326 1.9616 -0.8582
O2 0.6756 1.0109 -1.3348
C9 1.5551 3.2511 -1.4256
C10 0.8501 3.5598 -2.6100
C11 1.0028 4.8018 -3.1797
C12 1.8496 5.7360 -2.5794
C13 2.5511 5.4410 -1.4115
C14 2.4130 4.2012 -0.8286
C15 1.4443 -2.2995 -0.2411
O3 0.4016 -1.5023 0.0003
H1 -1.7271 -4.7237 0.2297
H2 -1.5355 -3.0436 -0.3312
H3 -0.7970 -3.5741 1.2193
H4 2.1751 -5.4270 -1.2154
H5 4.4451 -4.4920 -1.4283
H6 4.8492 -2.1019 -0.8490
H7 3.9210 0.0777 -0.2641
H8 0.2092 2.8184 -3.0681
H9 0.4791 5.0564 -4.0898
H10 1.9687 6.7111 -3.0339
H11 3.2060 6.1802 -0.9722
H12 2.9571 3.9501 0.0716
N3 -3.0689 -0.0583 1.5024
C16 -2.1788 -0.4221 2.4916
C17 -2.6493 -0.6568 3.7911
C18 -1.7588 -1.0215 4.7682
C19 -0.3999 -1.1917 4.4490
C20 -0.0106 -0.9567 3.1659
N4 -0.8781 -0.5265 2.1969
C21 -2.9564 -0.2547 0.1272
C22 -4.1301 -0.5243 -0.5803
C23 -4.0708 -0.7395 -1.9366
C24 -2.8283 -0.7097 -2.5730
C25 -1.7165 -0.4291 -1.8284
N5 -1.7641 -0.1632 -0.4924
H13 -4.0284 -0.0112 1.8193
H14 -3.7051 -0.5571 4.0049
H15 -2.1093 -1.1982 5.7768
H16 0.3230 -1.5088 5.1862
H17 1.0239 -1.0654 2.8606
H18 -5.0699 -0.5833 -0.0477
H19 -4.9748 -0.9517 -2.4923
H20 -2.7287 -0.8990 -3.6317
H21 -0.7386 -0.3955 -2.2837
I1 -0.0329 2.4410 2.5716
C26 -1.0329 2.1904 0.7619
H22 -0.7736 3.0005 0.0818
H23 -2.0972 2.0770 0.9207


No. 4
BH22O9 | ωB97M-V with the def2-TZVPD basis set

The net charge is -1. The calculation puts the HOMO-LUMO gap at 0.3395 Ha. As for the energy above the lowest of the compared OMol25 structures with the same formula, charge and spin: 11.7 kcal per mole. The electronic energy is -715.22347 Ha.

Geometry (Å):
B1 -0.3748 0.1629 -1.1554
H1 -0.5458 -0.1281 0.0166
H2 -1.2848 0.8599 -1.5394
H3 0.6972 0.8239 -1.3334
H4 -0.2538 -0.8811 -1.8484
O1 -0.4368 3.5089 0.4896
H5 -0.3698 3.0759 -0.3264
H6 -0.1718 4.4269 0.3656
O2 -0.3448 -0.8381 2.9866
H7 -0.2128 -0.1231 2.3276
H8 -1.3178 -1.0081 2.9766
O3 1.7552 1.2449 1.5006
H9 1.3362 1.2249 0.6266
H10 2.0382 2.1139 1.7396
O4 2.4752 -1.2301 -0.6994
H11 2.3422 -1.5031 0.1986
H12 1.6662 -0.6951 -0.8354
O5 4.1172 1.4779 -1.8414
H13 3.1422 1.5859 -1.8164
H14 4.1962 1.8249 -2.7504
O6 -1.3778 -2.7601 1.0596
H15 -0.7178 -2.1001 1.2076
H16 -2.1538 -2.2101 0.8586
O7 -1.9058 1.8069 1.7356
H17 -1.2498 2.5019 1.5456
H18 -1.9308 1.3579 0.8736
O8 -0.1998 -3.8071 -1.5044
H19 0.5412 -3.4411 -1.9984
H20 -0.2548 -3.3151 -0.6894
O9 -3.2828 -1.2231 -0.3984
H21 -3.3328 -1.9871 -0.9384
H22 -2.5878 -0.7481 -0.8324